# 1
{
  "formula": "C19H24N2O3",
  "method": "ωB97M-V with the def2-TZVPD basis set",
  "symbols": ["H", "C", "C", "C", "C", "H", "H", "H", "C", "H", "C", "H", "C", "H", "C", "C", "C", "H", "H", "C", "H", "H", "H", "H", "H", "C", "H", "H", "H", "C", "C", "C", "H", "O", "H", "O", "H", "C", "H", "C", "H", "C", "H", "N", "C", "H", "N", "O"],
  "coordinates": [[-3.3331, 3.3641, -1.2150], [1.0871, -2.2255, 2.4854], [2.6533, 0.8890, -1.9019], [3.8294, 1.4178, 0.1568], [-2.5952, -2.3064, -0.7116], [1.2295, -0.4669, -0.9388], [2.0767, 1.2826, -2.7369], [-2.8518, -4.1237, -1.8010], [-1.3300, 2.6825, -0.8152], [-2.8870, 1.8419, -2.0121], [-1.8566, -1.6204, 0.2562], [4.5158, 2.0266, -1.8349], [3.5874, 1.9224, -1.2757], [1.5121, -1.4970, 3.1757], [-2.2801, -3.6005, -1.0502], [-1.4080, 0.3667, 1.5436], [-0.7682, -2.2521, 0.8896], [-4.6118, 1.6864, -0.1654], [3.2173, 0.0220, -2.2461], [-1.2133, -4.2317, -0.4194], [4.8104, 0.9508, 0.2382], [0.9689, 2.2208, 0.1419], [-1.1694, 3.0190, 0.2097], [3.8012, 2.2399, 0.8710], [3.1449, -0.6173, 0.4833], [-2.8103, 2.4149, -1.0856], [-3.3321, 2.0647, 1.0034], [2.2197, 0.5751, 1.3920], [-1.5855, 1.3793, 1.8666], [1.7515, 0.4724, -0.7337], [-0.2766, -0.2551, 2.1694], [-0.4678, -3.5736, 0.5328], [-0.9916, 3.4789, -1.4849], [-3.2468, 0.2497, -0.0153], [-0.9595, -5.2488, -0.6799], [-0.7839, 0.5998, -1.9080], [-3.4117, -1.7892, -1.1879], [-2.1732, -0.2578, 0.6138], [1.8495, -2.5270, 1.7661], [-3.5337, 1.6343, 0.0170], [0.3554, -4.0896, 0.9986], [-0.4566, 1.4670, -1.1244], [0.7442, -3.0960, 3.0465], [-0.0227, -1.5751, 1.8229], [2.7218, 0.3860, 0.4451], [3.0983, 2.8975, -1.2587], [0.7296, 1.4709, -0.4856], [0.4529, 0.3309, 2.9624]],
  "lowdin_charge": [0.12, -0.03, -0.14, -0.17, 0.00, 0.14, 0.11, 0.10, -0.10, 0.12, -0.07, 0.10, -0.19, 0.09, -0.08, 0.06, -0.14, 0.13, 0.12, -0.08, 0.10, 0.15, 0.11, 0.10, 0.11, -0.15, 0.12, 0.09, 0.12, -0.30, -0.44, -0.02, 0.12, -0.02, 0.10, 0.08, 0.12, -0.22, 0.09, -0.16, 0.10, -0.51, 0.10, -0.01, -0.14, 0.10, 0.11, 0.02],
  "total_energy_ha": -1073.6958,
  "smiles": "Cn1c(=O)cc(OCCCC(=O)NC2CCCC2)c2ccccc21",
  "homo_ev": -8.22,
  "relative_energy_kcal_mol": 21.36,
  "homo_lumo_gap_ev": 8.86
}

---

# 2
{
  "formula": "C19H24N2O5S",
  "method": "ωB97M-V with the def2-TZVPD basis set",
  "symbols": ["H", "C", "S", "H", "H", "O", "H", "N", "N", "C", "C", "C", "H", "H", "H", "O", "H", "C", "H", "H", "C", "C", "C", "O", "H", "H", "O", "C", "H", "H", "C", "H", "C", "H", "H", "C", "C", "H", "C", "H", "C", "H", "H", "O", "H", "H", "C", "C", "C", "C", "H"],
  "coordinates": [[-3.1885, 3.7361, 6.3602], [-2.6660, -0.4448, 1.5526], [-1.1603, -1.9720, -1.7751], [-3.3736, 5.0511, 5.2008], [0.6730, -2.4897, -3.2223], [4.6998, -3.1656, -5.0500], [0.6458, -3.7946, -6.5738], [-3.2972, 1.7711, 2.2770], [-1.8697, -1.0684, 0.5250], [1.7415, -2.4323, -3.1106], [3.6563, -1.8720, -1.7694], [-2.1602, 3.8331, 3.0398], [-3.5678, 1.2998, 3.1247], [0.2671, -2.4202, -5.5049], [6.4650, -3.4900, -5.9258], [0.1088, -0.5960, 1.5587], [-0.7860, 5.0896, 5.0605], [2.5639, -2.8300, -4.1424], [-3.2825, 3.5301, 1.2299], [-3.6764, -0.8584, 1.5105], [0.1076, -1.4898, -0.6599], [-0.4877, -0.9917, 0.5836], [2.2688, -1.9449, -1.9041], [-2.2574, 1.5574, 0.2782], [-4.2911, 3.5422, 2.6935], [-2.2261, 4.9192, 2.9519], [2.1374, -3.3084, -5.3383], [6.1037, -3.1145, -4.9699], [4.0844, -1.4993, -0.8514], [6.4843, -3.7505, -4.1642], [4.4930, -2.2701, -2.7945], [-4.2233, 3.5245, 4.9537], [-0.8006, 4.0038, 5.1273], [0.2710, -4.0827, -4.8558], [1.9873, -1.1500, 0.0614], [-3.2957, 3.9709, 5.3035], [1.4502, -1.5173, -0.8074], [-0.7177, 3.7236, 6.1748], [0.7503, -3.4003, -5.5645], [-1.2388, 3.5118, 2.5502], [-2.0903, 3.4510, 4.5230], [-2.1986, -0.6524, 2.5185], [-2.0592, 2.3586, 4.6057], [-3.6191, -1.6214, -0.8471], [5.5600, -2.2008, -2.6560], [6.4615, -2.0901, -4.8250], [-2.7031, 1.0730, 1.2922], [3.9722, -2.7516, -3.9878], [-3.3359, 3.2185, 2.2753], [-2.4471, -1.5104, -0.6317], [0.0668, 3.6152, 4.5992]],
  "lowdin_charge": [0.08, -0.02, 1.11, 0.08, 0.03, -0.05, 0.10, 0.07, -0.02, 0.03, -0.03, -0.17, 0.14, 0.10, 0.10, 0.11, 0.08, -0.19, 0.12, 0.14, -0.40, -0.45, -0.22, 0.10, 0.11, 0.12, -0.06, -0.08, 0.12, 0.10, -0.01, 0.06, -0.08, 0.10, 0.13, -0.08, -0.02, 0.07, -0.07, 0.12, -0.45, 0.14, 0.13, 0.06, 0.11, 0.10, -0.46, -0.19, -0.17, -0.71, 0.08],
  "total_energy_ha": -1622.3437,
  "smiles": "COc1ccc(/C=C2\\SC(=O)N(CC(=O)NCCC(C)C)C2=O)cc1OC",
  "homo_ev": -7.86,
  "relative_energy_kcal_mol": 35.08,
  "homo_lumo_gap_ev": 7.64
}

---

# 3
{
  "formula": "C19H24N2O6",
  "method": "ωB97M-V with the def2-TZVPD basis set",
  "symbols": ["C", "H", "H", "C", "H", "H", "H", "H", "H", "H", "C", "C", "H", "H", "C", "H", "N", "H", "H", "C", "C", "O", "C", "H", "H", "H", "C", "C", "C", "O", "C", "C", "N", "C", "O", "C", "O", "H", "C", "O", "C", "H", "O", "H", "H", "H", "H", "C", "C", "H", "H"],
  "coordinates": [[-5.9965, -0.9270, -0.7341], [-7.0042, -0.5210, -0.8079], [0.6132, 1.3644, -0.3096], [1.7580, -2.2937, -0.2993], [-1.2166, 1.6107, 1.1738], [5.0796, 1.9217, -0.1251], [-5.9993, -1.7791, -0.0464], [3.3751, -1.1998, -1.1120], [-0.3225, 0.5169, -2.3853], [1.9640, 1.5773, -2.3482], [-3.2285, -1.3142, -0.2859], [-1.1352, -0.4037, 0.4744], [-1.4002, -2.4076, -0.2242], [4.0261, 1.9996, 2.1248], [0.3477, -0.5026, 0.7670], [-3.7725, -2.1583, -0.6779], [2.0324, -3.6380, -0.1592], [1.3252, -4.9901, 1.2578], [-2.7807, 2.9158, 2.3180], [-1.7866, 0.7994, 0.7477], [-1.8698, -1.4553, -0.0334], [3.2985, 0.0643, 0.9738], [1.1763, 0.4416, -0.1396], [4.4829, 3.5471, -0.4790], [-5.6691, -1.2621, -1.7246], [-0.2767, -1.2013, -1.9988], [0.8933, -1.8832, 0.6565], [-3.8760, -0.1191, -0.0344], [0.6370, -3.0047, 1.5489], [-0.0850, -3.1252, 2.5164], [0.3067, -0.3712, -2.3806], [2.3450, -1.4582, -1.3728], [1.4538, -4.0114, 1.0547], [2.4593, 0.8274, 0.5758], [-3.8468, 2.0992, 0.7356], [4.8116, 2.8795, 0.3136], [2.5251, 2.1550, 0.7211], [0.6120, -0.5886, -3.4024], [-3.1880, 3.1838, 1.3374], [2.4348, 0.7532, -2.1781], [-3.1365, 0.9594, 0.5009], [2.3636, -1.9896, -2.3257], [-5.1990, 0.1245, -0.2527], [5.6857, 3.3045, 0.7986], [-2.3820, 3.5715, 0.7042], [3.3931, 3.6381, 1.7724], [0.4839, -0.1725, 1.8058], [1.5545, -0.1497, -1.5248], [3.7015, 2.6858, 1.3359], [2.9783, -3.9685, -0.3150], [-3.9465, 3.9551, 1.4621]],
  "lowdin_charge": [-0.09, 0.09, 0.15, -0.18, 0.11, 0.08, 0.10, 0.13, 0.10, 0.11, 0.00, -0.18, 0.12, 0.12, -0.14, 0.11, 0.06, 0.16, 0.10, 0.04, -0.04, 0.14, -0.10, 0.08, 0.10, 0.08, -0.07, -0.20, -0.44, 0.06, 0.01, -0.03, 0.09, -0.45, -0.06, -0.06, 0.00, 0.09, -0.09, 0.01, -0.19, 0.14, -0.07, 0.08, 0.09, 0.12, 0.17, -0.49, -0.21, 0.15, 0.09],
  "total_energy_ha": -1299.3561,
  "smiles": "CCOC(=O)[C@@H]1[C@@H](c2ccc(OC)c(OC)c2)c2c([nH][nH]c2=O)C[C@]1(C)O",
  "homo_ev": -7.91,
  "relative_energy_kcal_mol": 61.29,
  "homo_lumo_gap_ev": 8.53
}

---

# 4
{
  "formula": "C19H24N3O5PtS2",
  "method": "ωB97M-V with the def2-TZVPD basis set",
  "symbols": ["H", "H", "C", "H", "S", "H", "H", "N", "H", "H", "C", "H", "H", "C", "H", "H", "C", "O", "C", "H", "O", "H", "C", "C", "C", "C", "Pt", "H", "C", "H", "C", "N", "H", "O", "H", "O", "C", "H", "C", "C", "H", "H", "H", "N", "H", "H", "C", "C", "C", "H", "S", "C", "C", "O"],
  "coordinates": [[0.4772, -2.8063, -3.0358], [-2.2485, 1.5189, 0.0489], [-2.8935, 5.4209, -2.4008], [-3.5990, 3.4965, -0.6445], [-1.2031, -2.3365, -0.9171], [-0.9207, -5.1252, -0.5980], [1.2619, 3.3518, 1.3464], [-0.6579, 1.9908, -1.1905], [0.6239, 1.9642, 3.3589], [-0.3421, 4.6040, -3.2108], [1.3566, 1.2128, 3.0662], [2.3349, -0.8061, 1.5609], [0.8484, 2.6001, -2.4745], [-0.1305, 2.8304, -2.0929], [0.9942, 0.2387, 3.3960], [2.1363, 2.6033, -0.0029], [-1.8835, 2.2269, -0.6812], [0.2542, 0.9551, 0.9884], [-2.0965, 4.2069, -2.0000], [2.9540, 2.8678, 1.5429], [0.7738, -0.7726, -4.6161], [-1.8466, 5.5669, -4.1827], [2.0047, 2.5986, 1.0818], [-0.1849, -5.3826, 1.4075], [-2.6205, 3.3197, -1.0670], [0.0024, -3.3811, 2.7239], [0.1400, 0.2317, -0.7283], [0.7121, -5.0100, 4.6728], [1.5590, 1.2234, 1.5611], [2.6769, 0.0987, 0.0710], [0.1606, -4.7634, 2.6068], [0.3368, -1.6263, -1.2902], [1.7488, -5.8564, 3.5258], [-1.7623, -3.1421, -1.9476], [2.0219, -2.0148, -2.4607], [-1.9313, -1.1479, -0.5349], [0.7616, -0.6335, -3.4476], [-3.0259, 6.7910, -3.8821], [-0.6534, -4.6477, 0.3340], [0.9332, -1.9753, -2.5071], [-0.0835, -6.4561, 1.3138], [3.5740, 0.4574, 1.5381], [0.2454, -2.8968, 3.6610], [-2.5282, 5.9733, -3.5677], [0.1496, -6.4903, 3.8825], [-0.5910, -1.5529, 1.7704], [-0.8301, 3.9435, -2.5097], [0.7173, -5.5715, 3.7410], [-0.4637, -2.6236, 1.6680], [2.2998, 1.4274, 3.5675], [-4.0809, 6.0051, -1.4488], [2.5926, 0.1765, 1.1588], [-0.7897, -3.2695, 0.4767], [0.7154, 0.3863, -2.6316]],
  "lowdin_charge": [0.13, 0.12, -0.83, 0.10, 0.66, 0.12, 0.10, -0.12, 0.10, 0.12, -0.02, 0.09, 0.12, -0.07, 0.08, 0.07, -0.06, -0.33, -0.19, 0.10, 0.19, 0.10, -0.03, -0.01, 0.00, -0.02, 1.52, 0.08, -0.69, 0.07, -0.24, -0.27, 0.10, -0.22, 0.14, -0.34, -0.54, 0.11, -0.03, -0.13, 0.13, 0.10, 0.12, 0.10, 0.09, 0.10, 0.03, -0.03, -0.05, 0.10, 0.76, -0.05, -0.31, -0.19],
  "total_energy_ha": -2194.2331,
  "homo_ev": [-11.37, -11.37],
  "charge": 1,
  "homo_lumo_gap_ev": [5.40, 5.39]
}

---

Copy entry 3 word for word.
{
  "formula": "C19H24N2O6",
  "method": "ωB97M-V with the def2-TZVPD basis set",
  "symbols": ["C", "H", "H", "C", "H", "H", "H", "H", "H", "H", "C", "C", "H", "H", "C", "H", "N", "H", "H", "C", "C", "O", "C", "H", "H", "H", "C", "C", "C", "O", "C", "C", "N", "C", "O", "C", "O", "H", "C", "O", "C", "H", "O", "H", "H", "H", "H", "C", "C", "H", "H"],
  "coordinates": [[-5.9965, -0.9270, -0.7341], [-7.0042, -0.5210, -0.8079], [0.6132, 1.3644, -0.3096], [1.7580, -2.2937, -0.2993], [-1.2166, 1.6107, 1.1738], [5.0796, 1.9217, -0.1251], [-5.9993, -1.7791, -0.0464], [3.3751, -1.1998, -1.1120], [-0.3225, 0.5169, -2.3853], [1.9640, 1.5773, -2.3482], [-3.2285, -1.3142, -0.2859], [-1.1352, -0.4037, 0.4744], [-1.4002, -2.4076, -0.2242], [4.0261, 1.9996, 2.1248], [0.3477, -0.5026, 0.7670], [-3.7725, -2.1583, -0.6779], [2.0324, -3.6380, -0.1592], [1.3252, -4.9901, 1.2578], [-2.7807, 2.9158, 2.3180], [-1.7866, 0.7994, 0.7477], [-1.8698, -1.4553, -0.0334], [3.2985, 0.0643, 0.9738], [1.1763, 0.4416, -0.1396], [4.4829, 3.5471, -0.4790], [-5.6691, -1.2621, -1.7246], [-0.2767, -1.2013, -1.9988], [0.8933, -1.8832, 0.6565], [-3.8760, -0.1191, -0.0344], [0.6370, -3.0047, 1.5489], [-0.0850, -3.1252, 2.5164], [0.3067, -0.3712, -2.3806], [2.3450, -1.4582, -1.3728], [1.4538, -4.0114, 1.0547], [2.4593, 0.8274, 0.5758], [-3.8468, 2.0992, 0.7356], [4.8116, 2.8795, 0.3136], [2.5251, 2.1550, 0.7211], [0.6120, -0.5886, -3.4024], [-3.1880, 3.1838, 1.3374], [2.4348, 0.7532, -2.1781], [-3.1365, 0.9594, 0.5009], [2.3636, -1.9896, -2.3257], [-5.1990, 0.1245, -0.2527], [5.6857, 3.3045, 0.7986], [-2.3820, 3.5715, 0.7042], [3.3931, 3.6381, 1.7724], [0.4839, -0.1725, 1.8058], [1.5545, -0.1497, -1.5248], [3.7015, 2.6858, 1.3359], [2.9783, -3.9685, -0.3150], [-3.9465, 3.9551, 1.4621]],
  "lowdin_charge": [-0.09, 0.09, 0.15, -0.18, 0.11, 0.08, 0.10, 0.13, 0.10, 0.11, 0.00, -0.18, 0.12, 0.12, -0.14, 0.11, 0.06, 0.16, 0.10, 0.04, -0.04, 0.14, -0.10, 0.08, 0.10, 0.08, -0.07, -0.20, -0.44, 0.06, 0.01, -0.03, 0.09, -0.45, -0.06, -0.06, 0.00, 0.09, -0.09, 0.01, -0.19, 0.14, -0.07, 0.08, 0.09, 0.12, 0.17, -0.49, -0.21, 0.15, 0.09],
  "total_energy_ha": -1299.3561,
  "smiles": "CCOC(=O)[C@@H]1[C@@H](c2ccc(OC)c(OC)c2)c2c([nH][nH]c2=O)C[C@]1(C)O",
  "homo_ev": -7.91,
  "relative_energy_kcal_mol": 61.29,
  "homo_lumo_gap_ev": 8.53
}